Arrangement a

Below is 3 unconnected molecules or ions with the total composition C4H14NO3, with properties calculated with ωB97M-V/def2-TZVPD.

The total charge is -1. Its gap between HOMO and LUMO is 8.1 eV. As for the spin multiplicity: 1.

Last column: Mulliken charge in e.
Cartesian coordinates (Å):
C 1.11 -1.12 0.42  -0.771
O 0.85 0.13 0.92  -0.747
C -0.31 -1.58 -0.38  -0.706
C -0.43 -0.68 -1.61  -0.544
C -1.44 0.56 -1.56  -0.619
N -1.86 0.95 -0.24  -0.772
H 1.66 -1.03 -0.50  0.412
H 1.35 -1.87 1.20  0.284
H -0.15 -2.62 -0.62  0.412
H -1.12 -1.36 0.32  0.243
H 0.60 -0.34 -1.81  0.190
H -0.70 -1.32 -2.44  0.470
H -2.14 0.40 -2.37  0.370
H -0.73 1.31 -1.86  0.249
H -1.11 0.93 0.44  0.419
H -2.55 0.34 0.20  0.281
H 0.42 0.31 2.24  0.379
H 0.62 0.93 3.55  0.256
O -0.09 0.38 3.20  -0.761
H 2.68 1.94 0.65  0.275
H 1.29 1.53 0.26  0.424
O 2.04 2.18 -0.01  -0.745

Arrangement b

Below is a molecular structure, C4H14NO3, with properties calculated with ωB97M-V/def2-TZVPD.

The total charge is -1. Its gap between HOMO and LUMO is 8.1 eV. As for the spin multiplicity: 1.

Last column: Mulliken charge in e.
Cartesian coordinates (Å):
C -0.26 -0.67 0.29  -0.249
O 0.55 -0.90 -0.77  -0.772
C -1.27 0.32 -0.35  -0.129
C -1.91 1.37 0.59  -0.468
C -0.94 2.43 1.01  -1.185
N -2.50 -0.46 -0.87  -0.706
H 0.38 -0.31 1.22  0.157
H -0.73 -1.55 0.63  0.254
H -0.65 0.79 -1.15  0.321
H -2.23 0.63 1.36  0.152
H -2.90 1.81 0.13  0.318
H -0.01 2.26 0.54  0.391
H -1.20 3.41 0.63  0.340
H -0.73 2.41 2.03  0.300
H -2.68 -1.31 -0.36  0.256
H -2.27 -0.74 -1.83  0.301
H 3.11 -0.44 0.42  0.244
H 1.80 -0.74 -0.56  0.438
O 2.99 -0.41 -0.45  -0.909
H 4.09 -3.19 -0.49  0.204
H 3.44 -1.96 -0.81  0.394
O 3.91 -2.74 -1.20  -0.650

Which structure is the most stable? The one labeled arrangement a.

Arrangement a

Below is a molecular structure, C3H8NOP, with properties calculated with ωB97M-V/def2-TZVPD.

The total charge is 0. Its gap between HOMO and LUMO is 10.1 eV. As for the spin multiplicity: 1.

Last column: Mulliken charge in e.
Cartesian coordinates (Å):
C 2.03 0.37 0.08  0.348
C 3.35 0.22 -0.39  -0.879
C -2.98 -0.30 -0.24  -0.936
N 0.98 0.31 0.50  -0.317
O -1.23 -0.90 1.78  -0.631
P -1.31 -0.20 0.51  0.612
H 3.85 1.03 0.20  0.270
H 3.56 -0.73 -0.14  0.298
H 3.27 0.56 -1.38  0.287
H -3.12 -1.34 -0.30  0.268
H -3.20 0.13 -1.17  0.385
H -3.61 0.24 0.45  0.283
H -1.00 1.14 0.65  0.020
H -0.57 -0.55 -0.55  -0.010

Arrangement b

Below is a single C3H8NOP molecule, with properties calculated with ωB97M-V/def2-TZVPD.

The total charge is 0. Its gap between HOMO and LUMO (alpha / beta) is 9.2 / 9.2 eV. As for the spin multiplicity: 1.

Last column: Mulliken charge in e.
Cartesian coordinates (Å):
C -1.00 -0.35 -0.19  0.129
C 0.75 1.30 0.43  -1.246
C 0.14 0.45 -0.71  0.506
N -1.69 0.22 1.06  -0.571
O 1.04 -0.46 -1.18  -0.538
P -1.26 -1.91 -0.94  -0.115
H 1.72 1.75 0.22  0.398
H 0.87 0.59 1.27  0.351
H 0.03 2.16 0.76  0.279
H -0.14 1.06 -1.60  0.189
H -2.20 -0.54 1.62  0.222
H 1.89 -0.09 -1.37  0.291
H 0.02 -2.41 -0.34  0.074
H -1.94 -2.38 0.34  0.031

Which structure is the most stable? The one labeled arrangement a.

Arrangement a

Below is 2 unconnected molecules or ions with the total composition C2H7S3, with properties calculated with ωB97M-V/def2-TZVPD.

The total charge is -1. Its gap between HOMO and LUMO is 5.8 eV. As for the spin multiplicity: 1.

Last column: Mulliken charge in e.
Cartesian coordinates (Å):
C -1.85 -0.73 1.20  -0.330
S -0.97 -2.30 1.03  -0.232
H -1.09 0.02 1.12  -0.115
H -2.45 -0.71 2.10  0.257
H -2.69 -0.66 0.39  0.196
C 1.47 1.22 -1.75  -0.803
S 0.68 1.18 -0.03  -0.134
S 2.01 0.10 0.96  -0.670
H 2.03 2.16 -1.69  0.257
H 2.06 0.32 -1.86  0.255
H 0.57 1.13 -2.36  0.227
H 0.23 -1.72 0.90  0.093

Arrangement b

Below is 2 unconnected molecules or ions with the total composition C2H7S3, with properties calculated with ωB97M-V/def2-TZVPD.

The total charge is -1. Its gap between HOMO and LUMO is 5.5 eV. As for the spin multiplicity: 1.

Last column: Mulliken charge in e.
Cartesian coordinates (Å):
C -0.80 1.75 -0.19  -0.534
S 0.84 2.52 -0.09  -0.233
H -1.01 1.50 -1.24  0.250
H -0.82 0.79 0.33  0.059
H -1.51 2.47 0.21  0.283
C 0.28 -1.91 -0.43  -0.776
S 1.17 -1.84 1.18  -0.187
S -0.21 -1.03 2.48  -0.674
H -0.78 -1.70 -0.23  0.228
H 0.54 -2.87 -0.89  0.298
H 0.67 -1.14 -1.10  0.181
H 1.62 1.45 -0.04  0.106

Which structure is the most stable? The one labeled arrangement b.

Arrangement a

Below is a single C2H6N2S molecule, with properties calculated with ωB97M-V/def2-TZVPD.

The total charge is 0. Its gap between HOMO and LUMO is 8.8 eV. As for the spin multiplicity: 1.

Last column: Mulliken charge in e.
Cartesian coordinates (Å):
C 0.30 -0.67 -1.42  -1.046
C 0.39 -0.01 -0.11  0.339
H 0.43 -1.83 -1.44  0.249
H -0.59 -0.59 -2.11  0.302
H 1.19 -0.40 -1.99  0.317
H -1.64 0.74 -0.09  0.323
H 0.16 1.54 1.98  0.300
H -0.80 0.03 2.48  0.278
N -0.71 0.36 0.47  0.016
N -0.72 0.91 1.68  -0.772
S 1.98 -0.07 0.55  -0.306

Arrangement b

Below is a single C2H6N2S molecule, with properties calculated with ωB97M-V/def2-TZVPD.

The total charge is 0. Its gap between HOMO and LUMO is 9.0 eV. As for the spin multiplicity: 1.

Last column: Mulliken charge in e.
Cartesian coordinates (Å):
C -2.47 0.18 -0.52  -0.875
C 0.68 -0.37 0.50  -0.078
H -2.26 -0.71 -1.07  0.299
H -3.49 0.05 -0.08  0.271
H -2.37 1.11 -1.04  0.411
H -1.79 1.24 0.91  0.241
H -0.28 1.02 -0.78  0.289
H 0.32 -0.91 1.45  0.277
N -1.56 0.28 0.62  -0.482
N -0.32 0.33 0.02  0.037
S 2.11 -0.31 -0.23  -0.390

Which structure is the most stable? The one labeled arrangement b.

Arrangement a

Below is a single C2H6N2S molecule, with properties calculated with ωB97M-V/def2-TZVPD.

The total charge is 0. Its gap between HOMO and LUMO is 9.4 eV. As for the spin multiplicity: 1.

Last column: Mulliken charge in e.
Cartesian coordinates (Å):
C -1.74 -0.49 0.05  -0.770
C 0.28 0.69 0.12  0.024
H -2.22 0.42 -0.20  0.329
H -2.11 -0.88 1.01  0.255
H -2.00 -1.27 -0.64  0.247
H -0.23 1.63 0.19  0.322
H 2.04 1.53 -0.43  0.285
H 1.93 -1.48 -0.45  0.142
N -0.32 -0.38 0.12  -0.389
N 1.66 0.78 0.09  -0.287
S 2.72 -0.55 0.12  -0.159

Arrangement b

Below is a single C2H6N2S molecule, with properties calculated with ωB97M-V/def2-TZVPD.

The total charge is 0. Its gap between HOMO and LUMO is 10.1 eV. As for the spin multiplicity: 1.

Last column: Mulliken charge in e.
Cartesian coordinates (Å):
C -0.55 1.08 -0.06  -1.095
C -0.48 -0.44 -0.10  0.744
H -1.64 1.37 -0.03  0.305
H -0.12 1.51 0.80  0.322
H -0.12 1.52 -0.99  0.313
H -2.31 -0.80 -0.52  0.238
H 0.78 -1.92 0.47  0.282
H 2.82 0.15 0.86  0.124
N -1.47 -1.22 -0.25  -0.752
N 0.80 -0.98 0.13  -0.309
S 2.29 -0.28 -0.30  -0.171

Which structure is the most stable? The one labeled arrangement b.